Entry 1:
C5H6BiLi2O4 | ωB97M-V with the def2-TZVPD basis set

Last column: Mulliken charge in e.
Cartesian coordinates (Å):
Bi 1.083 1.069 -0.826  1.517
O 3.564 -0.795 -0.041  -0.182
O -0.791 0.632 -0.938  -0.498
O 1.636 -1.733 -0.286  -0.619
O -1.794 -1.190 -0.189  -0.850
C 2.273 -0.670 -0.322  0.370
C -1.785 0.049 -0.438  1.336
C -3.801 0.684 0.838  -0.846
C 4.296 0.381 0.299  -0.826
C -3.039 0.827 -0.250  -0.429
Li -3.521 -1.963 -0.177  0.896
Li -0.139 -2.169 -0.473  1.006
H 3.728 1.000 1.005  0.418
H -4.701 1.282 0.974  0.321
H 4.541 0.955 -0.604  0.397
H 5.220 0.043 0.776  0.260
H -3.239 1.599 -0.995  0.369
H -3.533 -0.003 1.647  0.358

Calculated values
Orbital gap   6.60 eV
Calculated total energy   -723.643974 Ha
Energy relative to the best compared isomer or geometry (same formula, charge and spin)   0.022 eV
HOMO level   -21.93 eV
Molecular weight   353.0 Da
Total charge   +3

---

Entry 2:
C5H6Br2 | ωB97M-V with the def2-TZVPD basis set

Last column: Mulliken charge in e.
Cartesian coordinates (Å):
Br -1.525 2.029 -0.060  -0.087
Br -2.815 -1.324 0.114  -0.142
C 0.349 0.006 1.119  -0.806
C 1.319 0.668 -0.725  -0.374
C -1.140 -0.643 -0.735  -1.081
C 1.732 0.135 0.449  -0.406
C -0.453 0.411 -0.053  0.417
H -0.554 -1.614 -0.864  0.403
H -1.350 -0.511 -1.755  0.520
H 2.625 0.283 0.976  0.382
H 0.115 -0.955 1.439  0.331
H 1.387 0.819 -1.765  0.442
H 0.310 0.698 1.861  0.401

Calculated values
Orbital gap   9.78 eV
Calculated total energy   -5342.015754 Ha
Energy relative to the best compared isomer or geometry (same formula, charge and spin)   2.680 eV
HOMO level   -9.18 eV
Molecular weight   225.9 Da
Total charge   0

---

Entry 3:
C5H6Br2 | ωB97M-V with the def2-TZVPD basis set

Last column: Mulliken charge in e.
Cartesian coordinates (Å):
Br -2.744 0.787 -0.100  -0.146
Br 1.981 1.157 -0.137  -0.116
C 0.271 0.140 -0.114  0.955
C 0.420 -0.569 1.196  -1.136
C 0.615 -1.056 2.271  0.092
C -0.847 1.320 -0.168  -0.749
C 0.248 -0.805 -1.235  -1.218
H -0.738 1.984 -1.050  0.407
H 0.693 -1.624 3.171  0.479
H -0.640 1.988 0.731  0.402
H -0.640 -0.778 -1.894  0.285
H 1.189 -0.826 -1.891  0.293
H 0.191 -1.718 -0.782  0.451

Calculated values
Orbital gap   10.46 eV
Calculated total energy   -5342.053796 Ha
Energy relative to the best compared isomer or geometry (same formula, charge and spin)   1.645 eV
HOMO level   -10.00 eV
SMILES   C#C[C@](C)(Br)CBr
Molecular weight   225.9 Da
Total charge   0

---

Question: molecular weight of number 1 (C5H6BiLi2O4)?
Answer: 353.0 Da

---

Please write out number 3 again, unchanged.
C5H6Br2 | ωB97M-V with the def2-TZVPD basis set

Last column: Mulliken charge in e.
Cartesian coordinates (Å):
Br -2.744 0.787 -0.100  -0.146
Br 1.981 1.157 -0.137  -0.116
C 0.271 0.140 -0.114  0.955
C 0.420 -0.569 1.196  -1.136
C 0.615 -1.056 2.271  0.092
C -0.847 1.320 -0.168  -0.749
C 0.248 -0.805 -1.235  -1.218
H -0.738 1.984 -1.050  0.407
H 0.693 -1.624 3.171  0.479
H -0.640 1.988 0.731  0.402
H -0.640 -0.778 -1.894  0.285
H 1.189 -0.826 -1.891  0.293
H 0.191 -1.718 -0.782  0.451

Calculated values
Orbital gap   10.46 eV
Calculated total energy   -5342.053796 Ha
Energy relative to the best compared isomer or geometry (same formula, charge and spin)   1.645 eV
HOMO level   -10.00 eV
SMILES   C#C[C@](C)(Br)CBr
Molecular weight   225.9 Da
Total charge   0

---

Question: Look up the calculated total energy of the third one.
Answer: -5342.053796 Ha

---

Please write out number 2 again, unchanged.
C5H6Br2 | ωB97M-V with the def2-TZVPD basis set

Last column: Mulliken charge in e.
Cartesian coordinates (Å):
Br -1.525 2.029 -0.060  -0.087
Br -2.815 -1.324 0.114  -0.142
C 0.349 0.006 1.119  -0.806
C 1.319 0.668 -0.725  -0.374
C -1.140 -0.643 -0.735  -1.081
C 1.732 0.135 0.449  -0.406
C -0.453 0.411 -0.053  0.417
H -0.554 -1.614 -0.864  0.403
H -1.350 -0.511 -1.755  0.520
H 2.625 0.283 0.976  0.382
H 0.115 -0.955 1.439  0.331
H 1.387 0.819 -1.765  0.442
H 0.310 0.698 1.861  0.401

Calculated values
Orbital gap   9.78 eV
Calculated total energy   -5342.015754 Ha
Energy relative to the best compared isomer or geometry (same formula, charge and spin)   2.680 eV
HOMO level   -9.18 eV
Molecular weight   225.9 Da
Total charge   0